The following is a quantum chemistry calculation of C4H7N3 in the gas phase, from OMol25.

Each line ends with the Löwdin charge.
Geometry (Å):
C (2.470, 0.049, 0.052)  -0.02
N (1.068, -0.241, 0.260)  -0.21
C (0.026, 0.579, 0.007)  -0.04
C (-1.080, -0.227, 0.102)  -0.35
C (-2.504, 0.108, -0.199)  -0.05
N (-0.652, -1.479, 0.426)  0.04
N (0.644, -1.483, 0.509)  0.02
H (3.033, -0.865, 0.235)  0.09
H (2.808, 0.841, 0.724)  0.09
H (2.615, 0.365, -0.985)  0.09
H (0.156, 1.626, -0.221)  0.13
H (-3.127, -0.784, -0.113)  0.07
H (-2.897, 0.879, 0.472)  0.07
H (-2.588, 0.486, -1.224)  0.08

Values from the calculation:
**Orbital gap**: 10.2 eV
**SMILES**: Cc1cn(C)nn1
**ΔE to the lowest compared entry with this formula, charge and spin**: 18.1 kcal per mole
**HOMO**: -0.3428 hartree
**Net charge**: 0